# 1
DFT (ωB97M-V with the def2-TZVPD basis set) results for C23H12MnN6O5 as an isolated structure in a non-equilibrium geometry.

As for the expectation value of S²: 8.825. For the HOMO energy (spin up / spin down), the calculation gives -0.24777 / -0.30782 hartree. As for the spin multiplicity: 6. The HOMO-LUMO gap (spin up / spin down) comes out at 5.10 / 6.23 eV.

Last column: Löwdin spin population.
Atoms and positions in Å:
Mn  -0.069497  0.119305  -0.212230  3.87
C  -3.842767  -1.957995  -0.342186  0.02
C  -2.656396  -1.377566  -0.746803  0.02
N  -1.775673  -0.967628  0.167859  0.04
C  -2.052372  -1.120649  1.472172  0.02
C  -3.258133  -1.716940  1.840284  0.01
N  -4.139799  -2.128366  0.947644  0.01
C  -1.022299  -0.602142  2.377006  0.08
C  -1.077869  -0.544056  3.734207  0.00
C  0.000218  0.030032  4.471013  0.13
C  1.061823  0.563426  3.743230  -0.03
C  1.085330  0.493612  2.362923  0.13
N  0.070467  -0.147993  1.691636  0.13
C  2.075098  1.033111  1.470991  0.05
C  3.285162  1.653705  1.828733  0.01
N  4.117288  2.141712  0.941529  0.03
C  3.783101  2.027776  -0.359237  0.06
C  2.617980  1.420115  -0.757548  0.03
N  1.768883  0.927449  0.156687  0.09
C  -0.025789  0.081916  5.948650  0.01
C  1.022972  0.625093  6.693183  0.03
C  0.947339  0.649301  8.074417  0.00
N  -0.081565  0.178043  8.776363  0.03
C  -1.080644  -0.342498  8.069485  0.00
C  -1.101111  -0.414015  6.686386  0.03
H  -4.569673  -2.287999  -1.072400  0.00
H  -2.391402  -1.227746  -1.785111  0.00
H  -3.504467  -1.854808  2.885826  0.00
H  -1.949627  -0.925225  4.242360  0.00
H  1.879136  1.054509  4.249401  0.00
H  3.559838  1.746818  2.873163  0.00
H  4.466923  2.438706  -1.088841  0.00
H  2.329835  1.315117  -1.794968  0.00
H  1.907753  1.032236  6.226027  0.00
H  1.765322  1.073757  8.646009  0.00
H  -1.921289  -0.728076  8.635876  0.00
H  -1.964694  -0.857513  6.213405  0.00
O  -2.424944  3.380260  -4.664658  0.00
C  -1.960821  2.749145  -3.763770  0.00
C  -2.066513  3.096883  -2.257515  0.00
O  -2.664053  4.018558  -1.775293  0.01
C  -1.307875  2.014598  -1.570609  0.01
C  -0.801025  1.138927  -2.501358  0.00
O  -0.081746  0.076657  -2.055810  0.07
C  -1.110859  1.463610  -3.877956  0.00
O  -0.824460  0.878036  -4.893680  0.00
O  -1.113909  1.842501  -0.303890  0.11

Atomic forces in eV per Å
0.009 0.241 -0.008
-0.039 -0.036 -0.018
0.050 -0.035 0.204
-0.328 -0.141 -0.048
-0.163 -0.148 0.013
0.121 0.026 0.039
-0.034 -0.009 -0.045
0.202 0.149 -0.151
0.086 0.118 0.236
-0.121 -0.060 -0.046
-0.011 0.065 0.037
-0.428 -0.179 0.001
0.271 -0.295 0.348
0.338 0.075 -0.167
-0.143 -0.121 0.068
0.033 0.035 -0.182
0.101 0.019 0.075
-0.044 -0.119 0.209
0.234 0.272 0.016
-0.027 0.005 -0.003
-0.002 -0.008 -0.020
0.004 0.000 0.050
0.009 0.001 -0.099
-0.011 -0.009 0.042
0.010 0.010 -0.013
-0.021 -0.002 0.031
-0.008 0.001 -0.010
-0.038 -0.031 -0.014
0.018 -0.023 -0.001
0.000 0.001 -0.011
0.032 -0.004 -0.012
0.016 0.026 0.036
-0.001 0.008 -0.010
-0.005 0.000 0.001
-0.018 -0.008 0.017
0.017 0.008 0.016
-0.002 0.007 0.006
-0.091 -0.004 -0.055
0.263 0.100 0.111
0.014 -0.390 -0.028
-0.017 0.133 0.019
-0.259 0.460 -0.200
0.629 -0.827 0.283
-0.300 0.402 -0.665
-0.320 0.127 0.043
0.054 0.016 -0.040
-0.081 0.145 -0.056



# 2
DFT (ωB97M-V with the def2-TZVPD basis set) results for an isolated ion of composition C6H14NO and charge -1 in a non-equilibrium geometry.

For the HOMO energy, the calculation gives -0.09172 hartree. As for the net charge: -1. The HOMO-LUMO gap comes out at 6.06 eV.

Last column: Mulliken charge in e.
Atoms and positions in Å:
C  -0.239400  -2.733550  0.885840  -1.68
C  -0.260881  -1.230041  1.169908  0.92
C  0.630278  -0.985397  2.414360  -1.71
C  0.328107  -0.441956  -0.049697  -1.19
C  -0.524593  0.657014  -0.669382  0.40
N  -0.827371  0.431721  -2.074234  -0.75
C  0.036836  2.148873  -0.467517  -0.51
O  0.739554  2.557355  -1.517009  -0.88
H  0.747002  -3.039131  0.506926  0.37
H  -1.018221  -2.850679  0.127084  0.36
H  -0.337391  -3.398301  1.738785  0.44
H  -1.206984  -0.740658  1.439901  0.34
H  0.877430  0.085276  2.456649  0.45
H  0.010327  -1.322863  3.247310  0.45
H  1.568094  -1.534985  2.512988  0.33
H  1.239025  0.004618  0.351555  0.38
H  0.570721  -1.166550  -0.853086  0.30
H  -1.549926  0.644486  -0.219995  0.17
H  -0.633032  1.300178  -2.569421  0.30
H  -0.233475  -0.284970  -2.469396  0.19
H  -0.910053  2.731837  -0.215954  0.16
H  0.612709  2.133615  0.498720  0.17

Atomic forces in eV per Å
-0.406 0.510 -0.531
2.120 0.495 0.367
-0.701 0.405 0.088
-0.159 -0.590 -0.009
-1.362 0.557 0.557
-0.232 -0.359 -0.546
-0.354 -0.661 -0.188
0.009 0.376 -0.063
-0.253 0.431 -0.366
0.178 -0.885 0.008
-0.756 0.111 0.350
-0.203 -0.811 -0.298
-0.215 -0.258 0.440
0.204 0.387 0.493
0.037 -0.186 -0.617
0.310 0.032 -0.553
0.190 0.252 0.430
0.677 -0.079 0.503
0.451 0.042 0.072
0.177 0.192 -0.056
0.362 0.150 -0.201
-0.073 -0.111 0.123



# 3
DFT (ωB97M-V with the def2-TZVPD basis set) results for a 6-piece molecular cluster, C18H51N3O9 overall in a non-equilibrium geometry.

For the HOMO energy, the calculation gives -0.33992 hartree. The HOMO-LUMO gap comes out at 9.62 eV.

Last column: Mulliken charge in e.
Atoms and positions in Å:
C  3.699542  -2.443622  1.386414  -0.33
O  4.886520  -1.742652  1.017661  -0.44
C  4.964819  -1.490383  -0.367038  -0.55
C  4.723175  -0.021362  -0.682602  1.23
C  5.026542  0.295865  -2.132884  -1.38
N  5.580393  0.811497  0.196301  -0.82
H  3.712404  -2.575364  2.464985  0.28
H  3.670750  -3.419012  0.894864  0.30
H  2.834202  -1.821982  1.146990  -0.01
H  5.940531  -1.810727  -0.742513  0.40
H  4.176685  -2.035936  -0.906925  0.14
H  3.663289  0.174855  -0.454866  -0.33
H  4.345748  -0.236226  -2.803341  0.26
H  6.061756  0.055274  -2.361598  0.37
H  4.838603  1.358869  -2.294049  0.37
H  5.140068  1.711381  0.351119  0.27
H  5.596520  0.371886  1.111228  0.29
C  -1.742708  5.541525  4.328473  -0.68
O  -1.103435  4.777086  5.337448  -0.36
C  -0.171796  3.853867  4.828910  -0.98
C  -0.811763  2.612003  4.186197  0.28
C  -1.884548  2.013523  5.055352  -1.36
N  0.231036  1.581955  3.904721  -0.54
H  -2.469387  6.163962  4.840609  0.25
H  -2.301963  4.902594  3.631742  0.27
H  -1.007492  6.114211  3.757356  0.31
H  0.495033  4.359940  4.111184  0.42
H  0.465911  3.544791  5.666028  0.36
H  -1.194267  2.964949  3.221937  0.48
H  -1.458127  1.453361  5.892088  0.41
H  -2.520037  1.336639  4.480355  0.30
H  -2.530159  2.771627  5.494819  0.36
H  1.096168  2.019480  3.594533  0.18
H  0.438689  1.235139  4.840583  0.36
C  -5.768198  1.611815  -2.776596  -0.74
O  -5.469337  0.295874  -3.190402  -0.38
C  -5.471136  -0.658604  -2.137924  -0.93
C  -4.219780  -0.591592  -1.285761  0.62
C  -2.971889  -0.820727  -2.142367  -0.95
N  -4.371276  -1.591633  -0.204570  -0.77
H  -5.712713  1.721965  -1.689618  0.35
H  -6.789849  1.884486  -3.068506  0.28
H  -5.071873  2.294944  -3.262813  0.26
H  -6.381736  -0.553451  -1.536784  0.39
H  -5.536668  -1.632322  -2.632302  0.34
H  -4.132096  0.378127  -0.789804  0.15
H  -2.077665  -0.996317  -1.538336  0.09
H  -2.707516  0.072137  -2.717962  0.34
H  -3.161546  -1.636315  -2.841623  0.32
H  -4.089441  -2.498881  -0.574109  0.29
H  -3.661034  -1.411368  0.500099  0.28
O  0.242435  0.501624  -5.436856  -0.57
C  0.325372  -0.093109  -4.151074  0.12
C  1.153373  0.686936  -3.158444  0.35
O  0.635301  1.987826  -2.916419  -0.58
H  0.896732  0.092099  -6.007131  0.37
H  -0.694421  -0.192373  -3.771104  -0.16
H  0.694519  -1.125695  -4.211500  0.29
H  2.178801  0.826827  -3.506518  0.14
H  1.185915  0.101302  -2.228584  -0.25
H  -0.009711  1.963200  -2.203731  0.36
O  -1.343515  1.086831  1.196043  -0.48
C  -0.269395  0.511320  0.447518  0.25
C  0.109865  -0.820354  0.966303  0.75
O  0.873919  -0.690640  2.160431  -0.56
H  -1.023367  1.419691  2.043205  0.17
H  -0.592634  0.470823  -0.596513  -0.45
H  0.592617  1.186851  0.478804  0.16
H  0.795269  -1.309269  0.261856  -0.27
H  -0.730998  -1.510021  1.084919  -0.01
H  0.348715  -0.203826  2.814463  0.37
O  1.103156  -5.848330  -0.314251  -0.54
C  0.925517  -5.213143  -1.589615  -0.45
C  0.810067  -3.743266  -1.270180  0.10
O  0.565415  -2.909182  -2.386961  -0.43
H  1.548914  -6.687988  -0.447005  0.31
H  1.762537  -5.447868  -2.249141  0.36
H  -0.015164  -5.565554  -2.023905  0.26
H  1.720359  -3.437007  -0.738940  -0.17
H  -0.000698  -3.614107  -0.551953  0.23
H  1.412154  -2.720743  -2.800421  0.28

Atomic forces in eV per Å
0.336 0.563 -0.002
-0.048 -0.406 0.138
-0.325 0.193 -0.331
0.292 0.416 0.768
-0.593 0.155 0.103
-0.235 -0.334 -0.107
0.084 -0.049 0.023
-0.168 -0.015 -0.012
-0.182 -0.267 -0.059
0.056 0.018 0.089
0.238 -0.232 0.028
-0.020 -0.006 -0.195
0.141 -0.138 -0.027
0.049 0.053 -0.083
0.228 0.010 -0.123
0.074 0.068 -0.195
0.056 -0.062 0.000
-0.149 -0.577 0.068
0.022 0.036 -0.042
0.251 0.024 0.246
0.847 0.598 -0.398
-0.562 -0.240 -0.021
-0.512 0.429 0.704
0.131 0.299 -0.079
0.078 0.047 0.020
-0.080 0.212 0.049
-0.080 -0.148 -0.076
-0.193 -0.009 0.063
-0.325 -0.258 0.067
0.112 0.007 -0.056
0.101 -0.077 0.058
0.063 0.133 -0.117
-0.089 0.030 -0.165
0.275 -0.375 -0.237
-0.276 0.020 0.031
0.126 -0.165 0.051
-0.431 0.284 -0.408
0.416 -0.399 0.459
0.071 0.640 -0.036
0.438 -0.077 -0.192
0.174 0.068 -0.050
0.065 -0.052 -0.061
0.010 0.062 0.096
0.150 0.040 0.173
0.118 -0.034 0.073
-0.160 0.048 -0.062
-0.201 -0.408 0.111
-0.356 -0.073 -0.193
0.297 -0.109 0.025
-0.279 -0.010 -0.048
-0.138 0.172 0.068
0.062 -0.015 0.091
-0.254 -0.380 -0.111
-0.123 0.129 0.262
0.135 0.088 0.004
0.043 0.068 -0.021
-0.005 0.154 -0.012
0.101 0.136 -0.054
-0.028 -0.032 -0.091
0.105 0.004 -0.032
-0.028 -0.120 -0.067
-0.240 0.028 -0.294
-0.585 1.110 -0.088
1.269 -0.866 0.121
-0.306 -0.296 0.074
0.250 -0.268 -0.076
-0.198 -0.157 0.097
0.150 -0.159 -0.008
-0.123 0.108 -0.093
-0.241 0.238 0.094
0.088 0.128 -0.007
0.138 0.090 -0.215
-0.409 -0.447 0.547
0.432 0.241 0.485
-0.057 -0.044 -0.030
-0.048 -0.044 0.025
-0.002 0.163 -0.151
0.140 0.015 -0.280
-0.022 0.007 -0.071
-0.136 0.027 -0.154
-0.007 -0.017 -0.084



# 4
DFT (ωB97M-V with the def2-TZVPD basis set) results for a 2-piece molecular cluster, C4H15N3O overall in a non-equilibrium geometry.

As for the expectation value of S²: 0.750. For the HOMO energy (spin up / spin down), the calculation gives 0.04620 / -0.18840 hartree. As for the spin multiplicity: 2. As for the net charge: -1. The HOMO-LUMO gap (spin up / spin down) comes out at 2.57 / 8.77 eV.

Last column: Löwdin spin population.
Atoms and positions in Å:
N  1.160501  1.088793  -0.944630  0.03
C  0.302391  0.551949  -2.006153  0.04
C  -0.446557  -0.686564  -1.579048  0.02
N  -1.436957  -0.463379  -0.538625  0.01
C  -1.171670  -0.930910  0.827765  0.08
C  -1.299730  0.200287  1.851191  0.17
N  -0.141575  1.106302  1.824771  0.08
H  1.889778  1.674725  -1.343585  0.02
H  0.651385  1.574552  -0.221411  0.02
H  0.939248  0.319590  -2.862792  0.01
H  -0.426993  1.313186  -2.324864  0.01
H  -0.938170  -1.163768  -2.442361  0.00
H  0.232052  -1.462814  -1.220630  0.01
H  -1.831753  0.460495  -0.563109  0.00
H  -1.924785  -1.662677  1.105438  0.02
H  -0.147945  -1.315288  0.849491  0.03
H  -2.195714  0.776404  1.606788  0.01
H  -1.428642  -0.272429  2.833575  0.07
H  0.703683  0.568522  1.601841  0.07
H  0.021323  1.509407  2.736427  0.09
H  2.672578  -1.429444  0.970278  0.08
H  2.094864  -0.518453  -0.178633  0.01
O  2.722695  -1.238490  0.018272  0.13

Atomic forces in eV per Å
0.455 -0.505 -0.541
0.086 0.498 0.126
-0.493 -0.704 0.219
-0.026 -0.208 -0.071
-0.082 1.304 -0.370
0.618 -0.345 -0.065
0.039 -0.177 -0.701
-0.234 0.006 0.285
-0.167 0.179 0.163
-0.039 -0.016 -0.043
-0.043 -0.152 -0.221
0.068 0.351 -0.177
0.262 0.187 0.051
0.068 0.173 0.054
0.122 -0.563 0.060
-0.273 -0.403 0.300
-0.170 -0.078 0.223
-0.090 0.187 0.024
-0.212 0.079 0.370
0.002 0.111 0.318
-0.154 0.265 -0.188
0.094 0.188 0.230
0.166 -0.376 -0.044



For each record above, in turn, the calculated DFT total energy values are -74543.548, -9985.705, -42387.501, -10907.523 eV.
For each record above, in turn, the calculated energy above the lowest of the compared OMol25 structures with the same formula, charge and spin values are 26.1, 21.2, 7.1, 7.6 kcal per mole.